Molecular formula: C20H28F2N4O
Method: DFT, ωB97M-V/def2-TZVPD

Calculated values
- HOMO (eV) = -8.8
- net charge = 0
- multiplicity = 1
- SMILES = CC(C)c1cc(CN2CCN(Cc3ccc(F)c(F)c3)[C@@H](CCO)C2)[nH]n1
- orbital gap (eV) = 9.34
- relative energy (zero: lowest compared OMol25 entry of this formula, charge and spin) (eV) = 0.0854
- lowest unoccupied orbital energy (Eh) = 0.020

Bonds (Å) are listed after each position.
Element x y z (Å)
1 C -5.78 -2.42 1.42  C2 1.530, H28 1.088, H29 1.087, H30 1.088
2 C -4.65 -1.43 1.70  C1 1.530, C3 1.529, C4 1.496, H31 1.096
3 C -5.19 -0.19 2.42  C2 1.529, H32 1.088, H33 1.087, H34 1.088
4 C -3.99 -1.03 0.42  C2 1.496, C5 1.407, N27 1.323
5 C -2.65 -1.24 0.04  C4 1.407, C6 1.378, H35 1.070
6 C -2.54 -0.70 -1.22  C5 1.378, C7 1.489, N26 1.353
7 C -1.38 -0.59 -2.15  C6 1.489, N8 1.451, H36 1.108, H37 1.096
8 N -0.24 0.01 -1.48  C7 1.451, C9 1.452, C25 1.451
9 C 0.97 -0.09 -2.27  N8 1.452, C10 1.541, H38 1.094, H39 1.105
10 C 2.07 0.79 -1.63  C9 1.541, N11 1.451, H40 1.092, H41 1.092
11 N 1.85 1.02 -0.21  C10 1.451, C12 1.464, C21 1.468
12 C 1.95 -0.19 0.59  N11 1.464, C13 1.505, H42 1.095, H43 1.098
13 C 3.29 -0.85 0.43  C12 1.505, C14 1.389, C20 1.391
14 C 3.39 -2.13 -0.10  C13 1.389, C15 1.384, H44 1.079
15 C 4.63 -2.74 -0.26  C14 1.384, C16 1.382, H45 1.078
16 C 5.77 -2.07 0.11  C15 1.382, F17 1.344, C18 1.390
17 F 6.97 -2.65 -0.05  C16 1.344
18 C 5.68 -0.78 0.64  C16 1.390, F19 1.343, C20 1.382
19 F 6.79 -0.13 1.01  C18 1.343
20 C 4.45 -0.18 0.80  C13 1.391, C18 1.382, H46 1.079
21 C 0.59 1.75 0.00  N11 1.468, C22 1.535, C25 1.542, H47 1.094
22 C 0.84 3.26 0.02  C21 1.535, C23 1.530, H48 1.091, H49 1.092
23 C 1.84 3.66 1.11  C22 1.530, O24 1.402, H50 1.102, H51 1.094
24 O 3.14 3.25 0.82  C23 1.402, H52 0.975
25 C -0.47 1.38 -1.06  N8 1.451, C21 1.542, H53 1.091, H54 1.105
26 N -3.76 -0.20 -1.52  C6 1.353, N27 1.332, H55 1.008
27 N -4.64 -0.39 -0.54  C4 1.323, N26 1.332
28 H -5.39 -3.31 0.93  C1 1.088
29 H -6.51 -1.96 0.77  C1 1.087
30 H -6.26 -2.72 2.35  C1 1.088
31 H -3.90 -1.91 2.34  C2 1.096
32 H -4.38 0.50 2.65  C3 1.088
33 H -5.91 0.31 1.78  C3 1.087
34 H -5.67 -0.47 3.35  C3 1.088
35 H -1.88 -1.73 0.60  C5 1.070
36 H -1.68 -0.02 -3.05  C7 1.108
37 H -1.08 -1.59 -2.47  C7 1.096
38 H 1.28 -1.14 -2.29  C9 1.094
39 H 0.81 0.24 -3.31  C9 1.105
40 H 2.09 1.77 -2.12  C10 1.092
41 H 3.05 0.33 -1.77  C10 1.092
42 H 1.84 0.11 1.64  C12 1.095
43 H 1.15 -0.91 0.35  C12 1.098
44 H 2.50 -2.67 -0.39  C14 1.079
45 H 4.71 -3.74 -0.67  C15 1.078
46 H 4.41 0.81 1.22  C20 1.079
47 H 0.21 1.46 0.98  C21 1.094
48 H -0.11 3.77 0.19  C22 1.091
49 H 1.24 3.59 -0.94  C22 1.092
50 H 1.51 3.24 2.08  C23 1.102
51 H 1.87 4.75 1.22  C23 1.094
52 H 3.06 2.35 0.44  O24 0.975
53 H -1.46 1.45 -0.62  C25 1.091
54 H -0.42 2.08 -1.91  C25 1.105
55 H -4.05 0.27 -2.36  N26 1.008



Molecular formula: C20H28FN3O3
Method: DFT, ωB97M-V/def2-TZVPD

Calculated values
- HOMO (eV) = -8.2
- net charge = 0
- multiplicity = 1
- SMILES = O=C(NCc1cccc(F)c1)[C@@H]1CCC(=O)N(CCCN2CCOCC2)C1
- orbital gap (eV) = 8.65
- relative energy (zero: lowest compared OMol25 entry of this formula, charge and spin) (eV) = 0.1349
- lowest unoccupied orbital energy (Eh) = 0.017

Bonds (Å) are listed after each position.
Element x y z (Å)
1 O -2.40 -0.49 1.71  C2 1.212
2 C -2.57 -0.89 0.58  O1 1.212, N3 1.351, C12 1.530
3 N -3.76 -1.32 0.12  C2 1.351, C4 1.448, H28 1.008
4 C -4.96 -1.29 0.93  N3 1.448, C5 1.506, H29 1.095, H30 1.094
5 C -5.95 -0.28 0.41  C4 1.506, C6 1.388, C11 1.390
6 C -7.27 -0.63 0.12  C5 1.388, C7 1.385, H31 1.080
7 C -8.16 0.31 -0.36  C6 1.385, C8 1.383, H32 1.079
8 C -7.75 1.61 -0.58  C7 1.383, C9 1.384, H33 1.078
9 C -6.44 1.95 -0.30  C8 1.384, F10 1.349, C11 1.381
10 F -6.03 3.21 -0.52  C9 1.349
11 C -5.54 1.03 0.19  C5 1.390, C9 1.381, H34 1.079
12 C -1.45 -1.00 -0.46  C2 1.530, C13 1.542, C27 1.538, H35 1.094
13 C -0.95 -2.46 -0.53  C12 1.542, C14 1.527, H36 1.092, H37 1.092
14 C 0.36 -2.62 0.24  C13 1.527, C15 1.515, H38 1.092, H39 1.090
15 C 1.40 -1.73 -0.41  C14 1.515, O16 1.217, N17 1.351
16 O 2.49 -2.14 -0.78  C15 1.217
17 N 0.97 -0.46 -0.59  C15 1.351, C18 1.446, C27 1.442
18 C 1.83 0.52 -1.20  N17 1.446, C19 1.533, H40 1.091, H41 1.096
19 C 2.40 1.53 -0.19  C18 1.533, C20 1.544, H42 1.092, H43 1.091
20 C 3.27 0.88 0.90  C19 1.544, N21 1.444, H44 1.094, H45 1.093
21 N 4.69 0.79 0.66  C20 1.444, C22 1.451, C26 1.448
22 C 5.09 -0.03 -0.47  N21 1.451, C23 1.529, H46 1.091, H47 1.104
23 C 6.59 -0.29 -0.36  C22 1.529, O24 1.412, H48 1.091, H49 1.100
24 O 7.32 0.92 -0.36  C23 1.412, C25 1.407
25 C 6.91 1.74 0.70  O24 1.407, C26 1.531, H50 1.092, H51 1.101
26 C 5.41 2.05 0.62  N21 1.448, C25 1.531, H52 1.092, H53 1.105
27 C -0.30 -0.05 -0.05  C12 1.538, N17 1.442, H54 1.091, H55 1.098
28 H -3.86 -1.60 -0.84  N3 1.008
29 H -4.64 -1.01 1.94  C4 1.095
30 H -5.42 -2.29 0.96  C4 1.094
31 H -7.59 -1.65 0.29  C6 1.080
32 H -9.18 0.02 -0.57  C7 1.079
33 H -8.43 2.36 -0.97  C8 1.078
34 H -4.52 1.33 0.41  C11 1.079
35 H -1.84 -0.70 -1.43  C12 1.094
36 H -1.71 -3.13 -0.11  C13 1.092
37 H -0.79 -2.74 -1.57  C13 1.092
38 H 0.22 -2.32 1.28  C14 1.092
39 H 0.70 -3.65 0.21  C14 1.090
40 H 2.64 -0.03 -1.69  C18 1.091
41 H 1.26 1.06 -1.97  C18 1.096
42 H 1.57 2.05 0.29  C19 1.092
43 H 2.98 2.27 -0.73  C19 1.091
44 H 3.16 1.44 1.83  C20 1.094
45 H 2.92 -0.14 1.09  C20 1.093
46 H 4.54 -0.98 -0.45  C22 1.091
47 H 4.90 0.47 -1.44  C22 1.104
48 H 6.95 -0.87 -1.22  C23 1.091
49 H 6.79 -0.85 0.56  C23 1.100
50 H 7.49 2.66 0.62  C25 1.092
51 H 7.12 1.25 1.66  C25 1.101
52 H 5.11 2.65 1.48  C26 1.092
53 H 5.21 2.62 -0.30  C26 1.105
54 H -0.51 0.96 -0.40  C27 1.091
55 H -0.27 -0.02 1.05  C27 1.098